Computed, not measured: a single C4H4O molecule, with ωB97M-V/def2-TZVPD.

Summary:
- Gap between HOMO and LUMO: 11.08 eV
- Maximum force: 0.73 eV Å⁻¹
- HOMO level: -10.108 eV
- Energy relative to the best compared isomer or geometry (same formula, charge and spin): 196.8 kJ/mol
- Energy: -6257.34018 eV

ORCA input file:
```
! RIJCOSX wB97M-V def2-TZVPD def2/J DEFGRID3
* xyz 0 1
C -0.86608 1.23410 1.16853
C -0.83919 0.80137 0.04295
C -0.27585 -0.21873 -0.83513
C 1.00771 -0.69804 -0.12722
O 1.27610 -0.44031 1.01633
H -0.83450 1.56219 2.18060
H -0.97242 -1.06675 -0.85815
H -0.08504 0.04255 -1.88316
H 1.69662 -1.32541 -0.71805
*
```

Computed, not measured: 8 unconnected molecules or ions with the total composition C50H88BrFNO23P at a distorted geometry, with ωB97M-V/def2-TZVPD.

Summary:
- Gap between HOMO and LUMO: 8.11 eV
- Maximum force: 4.66 eV Å⁻¹
- HOMO level: -8.302 eV
- Energy: -183906.29053 eV

ORCA input file:
```
! RIJCOSX wB97M-V def2-TZVPD def2/J DEFGRID3
* xyz 0 1
C 3.97480 1.42580 -2.40762
C 2.76499 1.96161 -2.81773
C 1.38930 1.21045 -2.88562
P 0.37943 1.77912 -1.39282
O 0.00847 3.41072 -1.69314
Br 1.71343 1.88538 0.46367
C 0.78136 1.78519 -4.25492
O 0.72925 2.93228 -4.64651
N 0.29317 0.73533 -5.09068
C 0.09646 -0.44741 -4.18705
C -1.33741 -0.17091 -3.55886
C -2.44560 -1.25124 -3.98077
C -3.04898 -2.01135 -2.70479
C -4.57233 -1.67903 -2.43431
C -4.87373 -1.01587 -1.03552
C -3.88145 0.13276 -0.60841
C -3.88406 0.16597 0.98821
C -2.97109 -1.01225 1.58139
C 1.38226 -0.33602 -3.28626
F 2.45151 -0.49215 -4.18621
C 1.43926 -1.07352 -1.89688
C 2.02923 -2.51472 -1.94167
C 3.37800 -2.82965 -2.45131
C 3.91636 -4.19948 -2.43849
C 3.14984 -5.33373 -1.91254
C 1.80159 -5.04002 -1.41469
C 1.26662 -3.68036 -1.42756
C -0.18213 -3.50421 -0.81634
H 4.45381 0.56903 -2.94928
H 4.48156 1.93011 -1.54008
H 2.75914 3.05189 -3.08853
H 0.21426 3.88154 -0.85916
H -0.51203 0.99886 -5.65697
H 0.09993 -1.40359 -4.77115
H -1.74613 0.82510 -3.89062
H -1.30941 -0.17091 -2.43941
H -3.28312 -0.71959 -4.50940
H -1.99308 -2.00217 -4.67970
H -2.99059 -3.11196 -2.95928
H -2.38467 -1.87070 -1.81560
H -5.12614 -2.66544 -2.44246
H -4.99026 -1.11023 -3.31183
H -4.98041 -1.77160 -0.20822
H -5.89340 -0.53351 -1.12434
H -4.18916 1.16118 -0.92775
H -2.81621 -0.02629 -0.91049
H -3.44570 1.12209 1.37915
H -4.92830 0.08047 1.40479
H -2.10065 -0.56112 2.13182
H -3.52181 -1.68287 2.28575
H -2.57665 -1.61786 0.72111
H 2.13399 -0.46574 -1.24397
H 0.43986 -1.07597 -1.39716
H 4.04759 -2.03317 -2.85206
H 4.93664 -4.42029 -2.82113
H 3.54660 -6.37112 -1.86331
H 1.17911 -5.87375 -0.99896
H -0.14949 -2.56836 -0.20139
H -0.96404 -3.36830 -1.60343
H -0.42007 -4.41609 -0.20108
C 10.67102 0.76930 -2.18862
C 9.71141 -0.28970 -2.69498
O 9.31467 -1.18263 -1.64591
C 8.42019 -0.69337 -0.77975
O 7.92823 0.40569 -0.81126
O 8.18744 -1.63030 0.14808
C 7.32560 -1.19864 1.20103
H 11.52672 0.30512 -1.69385
H 11.02803 1.38975 -3.01169
H 10.19200 1.41833 -1.45396
H 10.21272 -0.90125 -3.44689
H 8.83460 0.15373 -3.17176
H 6.38726 -0.80640 0.80836
H 7.83041 -0.44756 1.81031
H 7.10628 -2.06378 1.82461
C -1.81047 -5.58310 6.62394
C -1.38834 -5.55022 5.16808
O -1.39767 -4.21372 4.64963
C -0.37461 -3.43993 5.03151
O 0.53343 -3.76637 5.75091
O -0.55268 -2.22532 4.49512
C 0.41622 -1.26224 4.91143
H -2.77906 -5.09542 6.75267
H -1.87840 -6.61143 6.98141
H -1.09846 -5.04823 7.25434
H -2.10496 -6.11715 4.57154
H -0.40932 -6.01088 5.02024
H 1.43045 -1.61735 4.72904
H 0.27455 -1.02768 5.96772
H 0.25721 -0.35497 4.32961
C -2.89049 1.46605 11.25507
C -1.91861 2.29484 10.43810
O -1.46570 1.57739 9.28214
C -2.34279 1.49332 8.27657
O -3.45128 1.96503 8.25815
O -1.78333 0.76807 7.29901
C -2.65642 0.50859 6.19923
H -2.44872 0.50091 11.51165
H -3.16473 1.98864 12.17247
H -3.80287 1.25880 10.69352
H -1.03368 2.50678 11.03988
H -2.34948 3.25563 10.14868
H -3.07515 1.43182 5.79831
H -3.45192 -0.17059 6.50875
H -2.07224 0.02557 5.41747
C 2.07774 -2.51490 -7.16834
C 3.33347 -2.88201 -6.40266
O 3.42204 -4.29820 -6.19158
C 3.78280 -5.01917 -7.25749
O 4.04071 -4.58999 -8.35324
O 3.78227 -6.31182 -6.90250
C 4.04882 -7.20610 -7.98203
H 1.19338 -2.91700 -6.66781
H 1.98053 -1.43111 -7.25006
H 2.09132 -2.93440 -8.17573
H 3.29836 -2.42319 -5.41386
H 4.23317 -2.51148 -6.89888
H 4.97840 -6.94781 -8.48939
H 3.21416 -7.20027 -8.68452
H 4.14711 -8.20745 -7.56560
C 3.99670 4.07940 -4.99202
C 4.01192 5.54833 -4.61792
O 5.35208 6.04962 -4.50994
C 5.98014 6.27258 -5.66876
O 5.52465 6.09931 -6.77002
O 7.22042 6.69921 -5.39181
C 8.04044 6.87520 -6.54614
H 4.60037 3.49942 -4.29176
H 2.97714 3.69334 -4.99032
H 4.42074 3.91910 -5.98490
H 3.55532 5.67508 -3.63443
H 3.43386 6.15080 -5.32160
H 7.56276 7.53057 -7.27452
H 8.26673 5.90594 -6.99282
H 8.97241 7.33628 -6.22274
C -4.39720 6.97046 14.85591
C -3.42786 7.79529 14.03194
O -2.97635 7.07528 12.87761
C -3.85595 6.98600 11.87287
O -4.96518 7.45392 11.85591
O -3.29671 6.25841 10.89736
C -4.17459 5.99327 9.80192
H -3.95467 6.00648 15.11571
H -4.66817 7.49717 15.77188
H -5.31151 6.76118 14.29851
H -2.53947 8.01019 14.62797
H -3.86005 8.75451 13.73939
H -4.59609 6.91514 9.40128
H -4.96713 5.31402 10.11876
H -3.59544 5.50800 9.01769
C -9.99236 -2.73964 -7.09867
C -9.11336 -3.32365 -6.01009
O -8.07858 -2.40914 -5.62467
C -8.46867 -1.38890 -4.85248
O -9.58732 -1.18265 -4.45829
O -7.39923 -0.61686 -4.61620
C -7.69941 0.57361 -3.88850
H -9.38646 -2.41762 -7.94813
H -10.72219 -3.47521 -7.43937
H -10.53281 -1.86150 -6.74202
H -8.61116 -4.21443 -6.39079
H -9.69712 -3.62952 -5.13935
H -8.22403 0.34851 -2.95974
H -8.29014 1.24868 -4.50913
H -6.75750 1.06237 -3.64220
*
```

Computed, not measured: a single C4H9N3 molecule, with ωB97M-V/def2-TZVPD.

Summary:
- Gap between HOMO and LUMO (spin up / spin down): 8.78 / 8.12 eV
- Maximum force: 0.50 eV Å⁻¹
- HOMO level (spin up / spin down): -8.106 / -7.629 eV
- Energy relative to the best compared isomer or geometry (same formula, charge and spin): 417.1 kJ/mol
- Energy: -8760.20242 eV

ORCA input file:
```
! RIJCOSX wB97M-V def2-TZVPD def2/J DEFGRID3
* xyz 0 1
C -1.14556 -1.45208 0.00882
C 2.26832 0.66314 -0.30343
C -0.27434 -0.23445 0.14873
N -1.97237 1.26671 -0.20371
C 1.25152 -0.26845 0.31409
N -0.67441 1.04997 -0.11179
N 0.43923 0.12000 1.38537
H -2.24699 2.23611 -0.19950
H -2.65813 0.57401 0.07800
H 1.51603 -1.33224 0.25523
H -1.98984 -1.41732 0.70517
H -0.56867 -2.33863 0.26636
H -1.53153 -1.55935 -1.00844
H 1.84891 1.66247 -0.40395
H 3.14091 0.72190 0.35207
H 2.59691 0.30823 -1.28303
*
```

Computed, not measured: a molecular structure, C14H18IN3Pt at a distorted geometry, with ωB97M-V/def2-TZVPD.

Summary:
- Gap between HOMO and LUMO (spin up / spin down): 6.71 / 5.50 eV
- Maximum force: 4.51 eV Å⁻¹
- ⟨S²⟩: 6.0594
- HOMO level (spin up / spin down): -14.757 / -16.344 eV
- Energy relative to the best compared isomer or geometry (same formula, charge and spin): 0.0 kJ/mol
- Energy: -30606.30320 eV

ORCA input file:
```
! RIJCOSX wB97M-V def2-TZVPD def2/J DEFGRID3
* xyz 2 5
C -2.78931 -3.80193 -2.03197
C -2.03556 -4.80336 -1.14860
H -3.76851 -3.57533 -1.59850
H -2.96122 -4.28182 -3.00861
H -2.28349 -2.85018 -2.20589
H -1.63662 -4.40472 -0.21820
H -2.75551 -5.60093 -0.89267
H -1.21045 -5.27918 -1.69504
Pt -0.00808 -0.35108 -0.16450
C 0.81763 -2.17787 -0.53149
H 0.56589 -2.89918 0.25645
H 1.90150 -1.98530 -0.50951
H 0.55719 -2.60364 -1.50631
I -1.77018 -0.25427 -1.88186
C 1.25113 5.05861 -1.77981
C 2.39824 4.59564 -1.11441
C 2.40782 3.30212 -0.57523
C 1.26673 2.48583 -0.68127
C 0.14508 2.94214 -1.37847
C 0.12599 4.23375 -1.90071
N 1.27473 1.22834 -0.03995
N 2.37673 1.03380 0.68559
C 2.06370 0.25832 1.76126
C 2.88546 0.20628 2.90923
C 2.45545 -0.56124 3.98077
C 1.19793 -1.20099 3.90780
C 0.43551 -1.11041 2.74619
N 0.88098 -0.40499 1.67875
H 1.26588 6.06053 -2.23074
H 3.30055 5.21199 -1.05322
H 3.29422 2.89189 -0.09850
H -0.68087 2.25256 -1.53298
H -0.75015 4.59720 -2.44181
H 3.79764 0.78690 2.85044
H 3.09984 -0.66877 4.85619
H 0.84200 -1.78845 4.76064
H -0.53687 -1.59401 2.62028
*
```

Computed, not measured: 2 unconnected molecules or ions with the total composition C4H13N2OS at a distorted geometry, with ωB97M-V/def2-TZVPD.

Summary:
- Gap between HOMO and LUMO: 6.75 eV
- Maximum force: 1.15 eV Å⁻¹
- HOMO level: -2.839 eV
- Energy relative to the best compared isomer or geometry (same formula, charge and spin): 18.3 kJ/mol
- Energy: -20222.74337 eV

ORCA input file:
```
! RIJCOSX wB97M-V def2-TZVPD def2/J DEFGRID3
* xyz -1 1
C -1.60789 -0.96067 -0.41552
N -1.82420 -0.31955 0.88826
C -0.62511 0.15512 1.53910
N -0.14130 1.42670 1.05409
C -0.80542 -0.12278 -1.43674
C 0.69975 -0.46584 -1.40747
S 1.77428 0.88330 -1.99873
H -1.13483 -1.92959 -0.23286
H -2.59975 -1.17280 -0.83954
H -2.48340 0.44295 0.75771
H 0.12465 -0.62919 1.40701
H -0.81858 0.29072 2.59880
H 0.50571 1.34949 0.27445
H 0.35218 1.91642 1.79165
H -0.93002 0.92531 -1.17982
H -1.19907 -0.22558 -2.45338
H 0.95660 -0.79900 -0.39787
H 0.80845 -1.29689 -2.10338
H 2.89860 0.94752 0.90052
H 3.05638 -0.41906 0.19704
O 2.99295 0.00341 1.05667
*
```